Below is C8H14N2O in the gas phase at a distorted geometry, with properties calculated with wB97M-V/def2-TZVPD.

Last column: natural (NBO) charge in e.
Cartesian coordinates (Å):
C: 0.9381 0.9455 1.7054  -0.282
O: 1.1556 0.8181 0.2583  -0.538
C: 0.5911 -0.3405 -0.3812  0.232
C: 0.9347 -0.2219 -1.7893  -0.605
C: 1.2643 -1.5807 0.1707  -0.646
C: -0.8858 -0.3510 -0.0751  0.052
N: -1.6419 -1.4572 0.1611  -0.526
C: -2.9588 -1.1080 0.3413  0.142
N: -3.0113 0.1929 0.1153  -0.459
C: -1.7568 0.6665 -0.1320  0.116
C: -1.4996 2.1371 -0.1946  -0.626
H: 1.5005 1.7806 2.0670  0.198
H: 1.2889 0.1369 2.3563  0.172
H: -0.0131 1.2243 2.1101  0.184
H: 1.9670 -0.1273 -1.8074  0.220
H: 0.5242 -1.0125 -2.3317  0.214
H: 0.4251 0.6477 -2.2589  0.220
H: 2.3171 -1.3645 0.4844  0.238
H: 1.3230 -2.3211 -0.5970  0.218
H: 0.7151 -1.8982 1.0812  0.202
H: -1.0775 -2.3371 0.3808  0.417
H: -3.7843 -1.7603 0.4791  0.206
H: -2.3546 2.5165 -0.7947  0.221
H: -1.5367 2.5660 0.7267  0.211
H: -0.6309 2.3396 -0.6878  0.220

## Properties
Orbital gap, eV: 9.14
SMILES string: COC(C)(C)c1[nH]cnc1C
Charge: 0
Largest force on an atom, eV/Å: 4.59
LUMO energy, eV: 0.705